ORCA calculation (ωB97M-V/def2-TZVPD) on C3H2O3Pb as an isolated structure at a distorted geometry.

Calculated values
- HOMO energy (spin up / spin down) (eV) = -13.339 / -14.691
- Kohn-Sham gap (spin up / spin down) (Ha) = 0.292 / 0.313
- relative energy (zero: lowest compared OMol25 entry of this formula, charge and spin) (kcal/mol) = 41.3
- total charge = +1
- lowest unoccupied orbital energy (spin up / spin down) (eV) = -5.40 / -6.17
- multiplicity = 2

Positions of all 9 atoms, in Å:
H (-0.464769, -1.088778, 1.532413)
O (1.432940, -1.079306, 0.272847)
C (0.143092, -1.313704, 0.427218)
C (-0.689485, -0.036411, 0.295561)
C (-2.063617, -0.160642, -0.102468)
O (-0.066865, 1.064744, 0.026558)
O (-3.167713, 0.155758, 0.029868)
Pb (1.923449, 0.753695, -0.379310)
H (-0.275261, -2.185672, -0.108152)

Forces on atoms 1 to 2 (eV/Å):
H 1.9 -1.9 -0.4
O 0.3 -1.9 1.0